Molecular formula: C4H11N4
Method: DFT, ωB97M-V/def2-TZVPD

The geometry in XYZ format:
```
19
Properties=species:S:1:pos:R:3:nbo_charge:R:1
C 0.40883 -0.92359 0.92102 0.59
C -0.76356 -1.43339 0.04985 -0.44
C -1.30440 -0.40121 -0.96508 -0.21
C 0.27805 1.40869 -0.01539 0.26
N -0.37488 0.71816 -1.23120 -0.65
N 0.85249 0.29595 0.79259 -0.54
N 0.89739 -1.78977 1.74582 -0.74
N 1.22281 2.32799 -0.61195 -0.85
H -0.26219 -2.26666 -0.47339 0.25
H -1.46533 -1.67729 0.70476 0.24
H -1.49764 -0.92906 -1.80149 0.22
H -2.19298 -0.10244 -0.51834 0.18
H -0.48372 1.79431 0.59327 0.19
H -0.61002 1.49972 -1.79024 0.39
H 1.68038 0.71566 1.17699 0.44
H 0.80571 -2.80116 1.62080 0.44
H 1.35599 -1.46978 2.59999 0.43
H 0.97978 3.31809 -0.69367 0.41
H 1.52511 1.92705 -1.46652 0.39
```

Results
Kohn-Sham gap, Eh: 0.372
HOMO energy, eV: -13.250
E_tot, Eh: -377.778932
LUMO level, eV: -3.129
Net charge: +1
SMILES: N[C@H]1NCCC(=[NH2+])N1

---

Molecular formula: C4H11N4
Method: DFT, ωB97M-V/def2-TZVPD

The geometry in XYZ format:
```
19
Properties=species:S:1:pos:R:3:nbo_charge:R:1
C -0.10651 -1.29076 -1.33892 0.37
C -1.19017 0.07602 1.68432 -0.69
C -0.86640 1.81957 -0.22299 -0.68
C -0.60532 0.43351 0.28074 0.54
N 3.01936 -0.61442 0.48879 -0.28
N 2.99318 0.55397 0.63060 -0.29
N 0.00771 -0.40543 -0.50977 -0.41
N -1.13657 -1.50250 -2.15386 -0.77
H 0.71513 -2.03603 -1.49533 0.23
H -2.30260 0.26273 1.54645 0.26
H -0.99936 -0.93379 2.02102 0.25
H -0.77012 0.88091 2.41994 0.27
H -1.92527 1.94901 -0.15210 0.25
H -0.57651 1.92359 -1.17431 0.24
H -0.38471 2.53918 0.45342 0.27
H 3.62313 1.02795 1.36143 0.30
H 3.72500 -1.27004 1.09981 0.28
H -1.21356 -2.43706 -2.61850 0.43
H -2.00640 -0.97643 -2.32074 0.43
```

Results
Kohn-Sham gap, Eh: 0.292
HOMO energy, eV: -11.997
E_tot, Eh: -377.678065
LUMO level, eV: -4.057
Net charge: +1

---

Molecular formula: C4H11N4
Method: DFT, ωB97M-V/def2-TZVPD

The geometry in XYZ format:
```
19
Properties=species:S:1:pos:R:3:nbo_charge:R:1
C 1.02239 -0.46183 -0.44100 0.31
C 0.75274 -0.91696 -1.77925 -0.72
C -2.19814 -0.80972 1.23391 -0.44
C 1.56422 1.32416 1.16415 -0.40
N -1.55998 1.57098 -1.18896 -0.06
N -1.52753 0.66985 -0.49216 0.24
N -1.30098 -0.26886 0.21215 -0.36
N 1.38713 0.69983 -0.19015 -0.43
H 0.80223 -0.15060 -2.57893 0.25
H -0.29416 -1.23937 -1.68241 0.28
H 1.26534 -1.89589 -2.04060 0.29
H -1.60942 -0.69487 2.11224 0.22
H -3.24531 -0.48119 1.32015 0.24
H -2.35514 -1.88155 0.86128 0.23
H 1.05274 2.23725 1.11148 0.23
H 2.69200 1.40766 1.18826 0.25
H 1.08776 0.67346 1.81473 0.22
H 1.08750 -1.16568 0.34916 0.23
H 1.37661 1.38333 -0.97406 0.42
```

Results
Kohn-Sham gap, Eh: 0.372
HOMO energy, eV: -13.703
E_tot, Eh: -377.676720
LUMO level, eV: -3.580
Net charge: +1

---

Molecular formula: C4H11N4O2S
Method: DFT, ωB97M-V/def2-TZVPD

The geometry in XYZ format:
```
22
Properties=species:S:1:pos:R:3:nbo_charge:R:1
C 2.34469 0.32978 -1.24322 0.20
C -1.89636 0.04726 1.35072 -0.64
C -1.06254 -0.17448 0.18497 -0.35
C 0.51818 -0.17668 0.61081 -0.29
N 1.41673 -1.76240 -0.96492 -0.21
N 2.42337 1.59190 -0.40883 -0.32
N 3.59171 -0.20802 -1.16787 -0.85
N 1.34301 -0.58582 -0.48918 0.06
O 3.18750 -0.96512 1.16089 -0.93
O 3.37783 1.35096 0.59666 -0.54
S 4.10248 -0.13853 0.44698 1.71
H 1.82555 0.34407 -2.22066 0.27
H -1.90924 -0.74240 2.05650 0.23
H -1.54796 0.85570 1.99258 0.22
H -2.95889 0.15330 1.03572 0.25
H -1.01874 0.63202 -0.57422 0.22
H -1.30840 -1.25802 -0.15637 0.21
H 0.72677 0.77314 1.04765 0.27
H 0.57091 -0.97305 1.38877 0.26
H 0.99068 -2.60477 -0.47137 0.40
H 2.86457 2.37996 -1.07521 0.40
H 3.75983 -1.00981 -1.75384 0.45
```

Results
Kohn-Sham gap, Eh: 0.315
HOMO energy, eV: -14.336
E_tot, Eh: -926.263118
LUMO level, eV: -5.765
Net charge: +1

---

Molecular formula: C4H11N4S
Method: DFT, ωB97M-V/def2-TZVPD

The geometry in XYZ format:
```
20
Properties=species:S:1:pos:R:3:nbo_charge:R:1
C 0.32908 -0.75404 0.34501 0.33
C 1.08584 1.25475 -1.31391 0.05
C 1.39798 -2.85287 1.02929 -0.43
C -2.36049 0.29959 -0.52179 -0.43
N 0.55303 -1.72082 1.09527 -0.40
N -0.40819 0.33792 0.74819 -0.49
N 1.64497 1.90368 -0.19418 -0.69
N -1.18667 1.07725 -0.13400 -0.45
S 0.95375 -0.40858 -1.39177 0.33
H 0.80796 1.92166 -2.05249 0.24
H 2.16887 -2.63952 1.74062 0.23
H 1.75728 -2.97234 -0.06205 0.19
H 0.93359 -3.76107 1.38921 0.24
H -2.43469 0.04862 -1.62999 0.22
H -2.32112 -0.55040 0.10671 0.21
H -3.24450 0.85642 -0.28706 0.22
H -0.81291 0.18554 1.67669 0.40
H 1.82896 2.88317 -0.15968 0.42
H 2.12482 1.48002 0.57553 0.43
H -1.05503 2.03748 0.04834 0.40
```

Results
Kohn-Sham gap, Eh: 0.296
HOMO energy, eV: -13.199
E_tot, Eh: -775.869002
LUMO level, eV: -5.153
Net charge: +1

---

Molecular formula: C4H11N5
Method: DFT, ωB97M-V/def2-TZVPD

The geometry in XYZ format:
```
20
Properties=species:S:1:pos:R:3:nbo_charge:R:1
C 0.06225 -0.54296 -2.06824 -0.63
C 0.83966 -0.03276 -0.88483 -0.22
C 0.14654 1.25211 1.13823 0.19
C -0.87704 -0.93296 0.83067 0.21
H -0.34253 -1.57659 -1.90007 0.23
H -0.86573 0.08000 -2.21068 0.20
H 0.66379 -0.56113 -2.96497 0.22
H 1.68045 -0.71555 -0.74653 0.18
H 1.29720 0.93880 -1.07665 0.23
H 0.17847 0.99757 2.17557 0.18
H -0.35103 3.80330 -0.59836 0.37
H -0.79342 2.21671 -0.94395 0.35
H -1.76540 -0.50012 1.32678 0.18
H 1.30589 -2.37222 0.46599 0.35
H 0.38548 -3.74286 0.57501 0.37
N -0.02449 0.08829 0.32681 -0.53
N 0.11110 2.51040 0.79184 -0.26
N -0.09247 2.80460 -0.55372 -0.66
N -0.71896 -2.19716 0.87176 -0.28
N 0.37887 -2.78164 0.24944 -0.67
```

Results
Kohn-Sham gap, Eh: 0.333
HOMO energy, eV: -8.116
E_tot, Eh: -432.696877
LUMO level, eV: 0.937
SMILES: CCN(/C=N\N)/C=N\N

---

Molecular formula: C4H11N5
Method: DFT, ωB97M-V/def2-TZVPD

The geometry in XYZ format:
```
20
Properties=species:S:1:pos:R:3:nbo_charge:R:1
C 0.06860 0.40677 -0.35377 0.14
C 0.48133 -0.37508 -1.35323 0.06
C -0.56297 -1.18763 0.77434 0.44
C 0.03253 1.77104 0.06358 -0.73
N 0.51605 -1.74494 -1.15339 -0.09
N -0.08314 -2.18828 -0.20620 -0.12
N -1.88766 -1.03282 0.92931 -0.82
N 1.04412 -0.24315 -2.69111 -0.71
N 0.27474 -1.15897 2.01501 -0.71
H -0.65875 1.91484 0.84734 0.26
H -0.15547 2.44582 -0.65743 0.27
H 1.10572 2.13086 0.38414 0.29
H -2.33598 -0.95551 0.02142 0.43
H -2.39495 -1.72522 1.46095 0.42
H 0.49836 0.40062 -3.27163 0.47
H 0.82888 -1.17916 -3.16648 0.48
H 2.09527 -0.14630 -2.80631 0.48
H -0.04729 -2.01841 2.49873 0.47
H 0.08477 -0.39193 2.61147 0.47
H 1.32783 -1.24097 1.77442 0.49
```

Results
Kohn-Sham gap, Eh: 0.327
HOMO energy, eV: -17.546
E_tot, Eh: -432.012148
LUMO level, eV: -8.657
Net charge: +2

---

Molecular formula: C4H11N5
Method: DFT, ωB97M-V/def2-TZVPD

The geometry in XYZ format:
```
20
Properties=species:S:1:pos:R:3:nbo_charge:R:1
C -0.54003 -0.97228 0.16733 0.72
C 1.74375 0.16219 0.19319 0.70
C -2.53837 0.56985 -0.08974 -0.20
C -1.39793 1.39510 -0.52601 -0.22
N -1.22761 0.22808 0.32977 -0.40
N 2.90987 -0.00821 -0.42310 -0.76
N 1.44566 1.29652 0.77284 -0.70
N -1.11526 -2.14601 0.12697 -0.71
N 0.87296 -0.90165 0.06239 -0.59
H -3.26728 0.83706 0.58792 0.26
H -2.93252 -0.21088 -0.70863 0.21
H -1.05801 1.47621 -1.58002 0.26
H -1.22197 2.28448 0.07982 0.24
H 3.80201 0.40623 -0.27738 0.45
H 3.12117 -0.65410 -1.18545 0.45
H 2.24804 1.91466 0.83791 0.46
H 0.62409 1.23005 1.33542 0.45
H -2.07851 -2.15961 -0.20993 0.45
H -0.75293 -2.94545 0.61119 0.46
H 1.36287 -1.80227 -0.10450 0.46
```

Results
Kohn-Sham gap, Eh: 0.390
HOMO energy, eV: -19.050
E_tot, Eh: -432.150565
LUMO level, eV: -8.431
Net charge: +2
SMILES: NC(N)=[NH+]C(=[NH2+])N1CC1

---

Molecular formula: C4H11N5O2
Method: DFT, ωB97M-V/def2-TZVPD

The geometry in XYZ format:
```
22
Properties=species:S:1:pos:R:3:nbo_charge:R:1
C 1.22443 -1.80136 0.48274 -0.55
C 1.07961 -0.42749 0.19437 -0.21
C -1.17511 0.32051 -0.31138 0.47
C 2.41608 0.26826 -0.16065 0.78
H 0.00839 -2.03560 0.66641 0.21
H 1.90151 -2.09311 1.30660 0.26
H 1.68595 -2.38051 -0.74956 0.18
H 1.06793 -0.05227 1.17747 0.24
H 0.16080 -0.68282 -1.46612 0.39
H -1.88956 -1.42531 -0.39551 0.34
H -3.74273 0.13495 -0.68696 0.35
H -3.41416 -0.11138 1.05907 0.32
H -0.15129 2.04358 -0.11000 0.34
H -0.62154 2.62700 1.42285 0.37
H 3.36082 1.93176 -0.96296 0.52
N 0.13827 0.09675 -0.78974 -0.64
N -2.17170 -0.60480 -0.74878 -0.46
N -3.47617 -0.61213 -0.13520 -0.62
N -1.60421 1.21947 0.40889 -0.35
N -0.68883 2.43886 0.44916 -0.65
O 2.37144 1.46197 -0.81248 -0.68
O 3.52005 -0.31632 0.16174 -0.63
```

Results
Kohn-Sham gap, Eh: 0.339
HOMO energy, eV: -8.874
E_tot, Eh: -583.001606
LUMO level, eV: 0.357

---

Molecular formula: C4H11N5O3S
Method: DFT, ωB97M-V/def2-TZVPD

The geometry in XYZ format:
```
24
Properties=species:S:1:pos:R:3:nbo_charge:R:1
C 0.24178 1.54640 -0.14074 -0.43
C 0.85773 0.43003 -0.20759 0.37
C -1.32631 1.45132 0.52003 0.15
C -1.03513 -0.97919 -0.04763 0.58
N -1.64985 0.16769 0.75733 -0.65
N -2.18803 2.04473 -0.40970 -0.80
N -1.49674 -0.95437 -1.38823 -0.86
N -1.41294 -2.13821 0.73184 -0.84
N 0.52004 -0.82412 0.01739 -0.65
O 4.38895 1.21940 0.17120 -0.93
O 4.36258 -0.85767 -1.17528 -0.97
O 3.34463 -1.02968 1.04104 -0.93
S 3.62815 0.05188 -0.26228 1.88
H 0.72287 2.48678 -0.29314 0.26
H -1.20351 1.99326 1.39292 0.21
H -1.80545 -0.01353 1.80060 0.41
H -2.10710 3.11386 -0.23940 0.36
H -1.83574 1.90953 -1.28484 0.35
H -0.84423 -1.38655 -1.97883 0.39
H -1.91977 -0.08992 -1.61759 0.39
H -2.41518 -2.13497 0.99426 0.39
H -1.34234 -2.90423 0.19821 0.36
H 0.90104 -1.26411 0.85581 0.44
H 3.61456 -1.83835 0.56464 0.49
```

Results
Kohn-Sham gap (spin up / spin down), Eh: 0.251 / 0.247
HOMO energy (spin up / spin down), eV: -8.305 / -8.250
E_tot, Eh: -1056.532617
LUMO level (spin up / spin down), eV: -1.472 / -1.518

---

Molecular formula: C4H11NO
Method: DFT, ωB97M-V/def2-TZVPD

The geometry in XYZ format:
```
17
Properties=species:S:1:pos:R:3:nbo_charge:R:1
C -0.57916 -0.76768 2.56952 -0.71
C -1.36802 -0.41617 1.33347 0.67
O -2.17472 0.49724 1.34024 -0.62
N -1.08408 -1.09434 0.18746 -0.83
H 0.10396 -1.61360 2.45195 0.21
H -1.29622 -0.90878 3.37433 0.24
H -1.66781 -0.92409 -0.62754 0.41
H -0.42631 -1.85474 0.16203 0.39
H 0.00676 0.11327 2.80624 0.24
C 1.14014 0.41502 -2.29584 -0.61
C 1.08906 1.35361 -1.08309 -0.63
H 1.41956 0.87412 -3.23805 0.21
H 1.74889 -0.47350 -2.09634 0.20
H 0.16853 -0.06170 -2.40360 0.20
H 2.00206 1.41884 -0.50608 0.21
H 0.19353 1.12744 -0.50807 0.22
H 0.72383 2.31506 -1.46663 0.21
```

Results
Kohn-Sham gap, Eh: 0.391
HOMO energy, eV: -9.852
E_tot, Eh: -289.004270
LUMO level, eV: 0.799
SMILES: CC(N)=O.CC

---

Molecular formula: C4H11NO
Method: DFT, ωB97M-V/def2-TZVPD

The geometry in XYZ format:
```
17
Properties=species:S:1:pos:R:3:nbo_charge:R:1
C 2.97584 0.55572 -0.09644 -0.62
C 1.66269 0.13713 0.57705 -0.21
N 0.46844 0.64350 -0.07109 -0.64
C -0.55969 -0.36110 -0.44463 -0.23
C -1.86113 -0.03931 0.28730 -0.06
O -2.85704 -1.01087 -0.08830 -0.74
H 3.24543 -0.16877 -0.86800 0.20
H 2.84139 1.50709 -0.60134 0.20
H 3.75708 0.56099 0.65994 0.22
H 1.59783 -0.91856 0.66561 0.18
H 1.67355 0.48530 1.61571 0.17
H 0.69420 1.15399 -0.91253 0.36
H -0.72011 -0.41776 -1.52409 0.18
H -0.22785 -1.34253 -0.10424 0.18
H -2.20749 0.95299 0.01614 0.17
H -1.64796 -0.24768 1.33321 0.18
H -3.42764 -0.62987 -0.76552 0.47
```

Results
Kohn-Sham gap, Eh: 0.358
HOMO energy, eV: -8.727
E_tot, Eh: -288.963129
LUMO level, eV: 1.021
SMILES: CCNCCO